1.
Here is 2 unconnected molecules or ions with the total composition C4H11N2O in a non-equilibrium geometry from the OMol25 dataset. Energies are from the ωB97M-V functional and the def2-TZVPD basis.

Geometry as XYZ:
```
18
Properties=species:S:1:pos:R:3:forces:R:3:mulliken_charge:R:1
C -0.93555 0.39322 -1.60687 0.314 0.330 -0.055 -0.385
H -1.26089 0.73919 -2.58999 0.012 -0.022 -0.021 0.377
H 2.97354 0.49251 0.28087 -0.149 0.347 -0.296 0.330
C 0.34344 -1.09504 1.71374 0.132 -0.230 -0.332 -0.693
H -0.13074 -0.33048 -1.76738 -0.138 -0.211 -0.070 0.273
C -2.10593 -0.32277 -0.95762 0.688 0.157 0.010 -0.089
H -0.27625 -1.68362 1.04169 -0.194 0.065 0.048 0.280
H -1.10143 2.18326 -0.68809 0.225 0.086 0.247 0.245
C 1.98959 0.41755 0.72558 -0.168 -0.712 0.692 -0.233
O -2.98906 -0.82789 -1.57485 -0.347 -0.157 -0.197 -0.427
N -0.38090 1.46578 -0.74569 -0.466 -0.185 -0.261 -0.537
H 1.36982 1.23882 1.05279 0.190 0.261 -0.123 0.303
N 1.56670 -0.75825 0.98128 0.249 0.276 -0.100 0.018
H -2.05354 -0.38163 0.14210 -0.146 0.053 0.291 0.345
H 0.61677 -1.72816 2.55538 0.001 0.149 0.109 0.346
H 2.13041 -1.53584 0.65423 0.029 -0.144 0.090 0.283
H 0.38987 1.91095 -1.23852 -0.163 -0.013 -0.065 0.262
H -0.14586 -0.17760 2.02135 -0.068 -0.048 0.033 0.301
```
Forces are in eV/Å.

Properties
Energy in eV: -9345.9721
Kohn-Sham gap in eV: 8.2
Relative energy (zero: lowest compared OMol25 entry of this formula, charge and spin) in kcal/mol: 66.5
Net charge: +1



2.
Here is a single Cl2O2S molecule in a non-equilibrium geometry from the OMol25 dataset. Energies are from the ωB97M-V functional and the def2-TZVPD basis.

Geometry as XYZ:
```
5
Properties=species:S:1:pos:R:3:forces:R:3:mulliken_charge:R:1
O -1.13358 -0.35691 -0.55398 -0.935 0.431 0.425 -0.254
Cl 1.11640 -2.17349 -0.10851 -0.410 0.023 0.154 -0.090
S 0.50086 -0.24620 -0.45578 1.952 4.081 5.877 0.685
O 0.97560 0.58869 0.89600 -2.424 -3.612 -5.900 -0.475
Cl -2.37457 0.51143 0.38432 1.817 -0.922 -0.557 0.134
```
Forces are in eV/Å.

Properties
Energy in eV: -39971.2427
Kohn-Sham gap (alpha / beta) in eV: 8.4 / 8.4
Relative energy (zero: lowest compared OMol25 entry of this formula, charge and spin) in kcal/mol: 57.3